Below is a cluster of 9 separate species, H18O9 in total, with properties calculated with ωB97M-V/def2-TZVPD.

Each line ends with the Mulliken charge.
Geometry (Å):
O1 -3.40132 -12.31192 -21.96087  -0.6238
H1 -3.43000 -11.69926 -21.22599  0.3166
H2 -2.53132 -12.19014 -22.34100  0.3142
O2 -10.42042 -14.96116 -20.98439  -0.6326
H3 -9.62709 -14.72476 -20.50381  0.3320
H4 -10.45853 -15.91604 -20.92979  0.3005
O3 -10.35073 -7.49217 -16.89807  -0.6258
H5 -10.30907 -6.53763 -16.84020  0.3147
H6 -11.19189 -7.67062 -17.31859  0.3130
O4 -6.50123 -10.84565 -18.91390  -0.6250
H7 -7.30802 -10.37859 -18.69671  0.3101
H8 -6.77674 -11.52952 -19.52435  0.3125
O5 -6.00397 -14.78309 -23.91402  -0.6442
H9 -5.71174 -14.06771 -23.34916  0.3248
H10 -5.19669 -15.22113 -24.18357  0.3130
O6 -10.30166 -10.92950 -20.71036  -0.6320
H11 -10.81113 -10.27434 -21.18725  0.3109
H12 -10.81477 -11.73403 -20.78579  0.3220
O7 -4.31216 -13.65482 -16.90782  -0.6344
H13 -5.03371 -13.89400 -17.48953  0.3123
H14 -4.11999 -12.74291 -17.12625  0.3210
O8 -7.68061 -15.56205 -18.32413  -0.6455
H15 -8.22559 -15.87260 -17.60110  0.3226
H16 -7.13448 -16.31405 -18.55320  0.3244
O9 -6.88338 -5.00252 -17.68967  -0.6344
H17 -7.32362 -4.48067 -17.01879  0.3131
H18 -7.02554 -5.90977 -17.41964  0.3200

LUMO ... 0.29 eV
ΔE to the lowest compared entry with this formula, charge and spin ... 67.1 kcal per mole
Net charge ... 0
Kohn-Sham gap ... 11.5 eV
SMILES string ... O.O.O.O.O.O.O.O.O
HOMO level ... -11.22 eV
Maximum force ... 0.4 eV/Å